# 1
ORCA calculation (ωB97M-V with the def2-TZVPD basis set) on a molecular structure, C16H26ClIrO4P2 in a non-equilibrium geometry.

Values from the calculation:
Highest occupied orbital energy (spin up / spin down)   -16.12 / -19.45 eV
Total charge   +3
Orbital gap (spin up / spin down)   6.73 / 5.68 eV
M   571.998 u
Spin multiplicity   6
DFT total energy   -2172.25927 Ha

Element x y z (Å)
1 C 3.0914 -0.6800 0.2546
2 C 1.7090 -1.0143 -0.1975
3 H 3.8045 -1.2065 -0.4021
4 H 3.2398 -1.0533 1.2832
5 H 3.3030 0.3974 0.2562
6 O 1.4553 -2.0591 -0.7934
7 Cl 1.2849 0.8876 1.7369
8 Ir -0.2405 0.0233 -0.0960
9 P -0.6638 -1.6142 1.5994
10 C -1.5390 -3.0281 0.8680
11 C 0.7263 -2.3148 2.5476
12 H 0.3171 -2.9645 3.3324
13 H -1.8120 -1.5710 3.7309
14 H 1.2979 -1.4998 3.0063
15 H -1.3807 0.0789 3.1557
16 H -0.9021 -3.4836 0.0997
17 H 1.3775 -2.9003 1.8878
18 C -1.7740 -0.9012 2.8612
19 H -1.7632 -3.7604 1.6546
20 H -2.7759 -0.7736 2.4315
21 H -2.4668 -2.6572 0.4131
22 P 0.5823 1.7723 -1.4269
23 C 0.0008 1.5612 -3.1375
24 C -0.1539 3.3430 -0.8522
25 H 2.7577 2.3536 -0.5361
26 H 2.5277 2.9788 -2.1934
27 H 2.8956 1.2464 -1.9359
28 C 2.3655 2.1163 -1.5317
29 H -0.1041 3.3657 0.2428
30 H 0.4015 4.1944 -1.2682
31 H 0.3328 2.4071 -3.7540
32 H -1.0952 1.5011 -3.1408
33 H -1.2046 3.3920 -1.1635
34 H 0.4135 0.6299 -3.5439
35 C -1.1586 -0.8636 -1.4611
36 O -1.5950 -1.4496 -2.3591
37 O -3.2369 -0.4321 -0.3355
38 C -3.0284 0.7250 0.0891
39 O -1.8684 1.2212 0.4153
40 C -4.1933 1.6600 0.2254
41 C -4.0066 3.0518 0.2119
42 C -5.1214 3.8953 0.1630
43 C -6.4190 3.3521 0.1948
44 C -6.5985 1.9587 0.2742
45 C -5.4849 1.1145 0.2720
46 H -2.9926 3.4422 0.2281
47 H -4.9792 4.9737 0.0980
48 H -7.2820 4.0119 0.1656
49 H -7.6036 1.5382 0.3359
50 H -5.5953 0.0331 0.3090

=====

# 2
ORCA calculation (ωB97M-V with the def2-TZVPD basis set) on a molecular structure, C16H26CoO3SbSe2Te2 in a non-equilibrium geometry.

Values from the calculation:
Highest occupied orbital energy (spin up / spin down)   -4.11 / -4.16 eV
Total charge   -1
Orbital gap (spin up / spin down)   6.50 / 6.47 eV
M   860.194 u
Spin multiplicity   4
Energy above the lowest of the compared OMol25 structures with the same formula, charge and spin   0.0000 eV
DFT total energy   -7813.06915 Ha

Element x y z (Å)
1 Co -1.3139 2.1344 -0.4610
2 Se -2.7065 2.4408 -2.3992
3 Te -3.9339 4.2333 -1.1379
4 Te -2.5797 3.8962 1.2026
5 Se -0.2251 4.0373 0.3784
6 O -2.2537 -2.8859 2.3585
7 C -3.2912 -2.0574 2.5607
8 C -4.3294 -2.4427 3.4121
9 C -5.4043 -1.6052 3.6353
10 C -5.4760 -0.3638 3.0185
11 C -4.4536 0.0276 2.1774
12 C -3.3603 -0.7998 1.9389
13 C -2.2602 -0.3383 1.0285
14 O -1.2884 -1.0908 0.7888
15 O -2.3934 0.8243 0.5705
16 H -1.6558 -2.4059 1.7164
17 H -4.2714 -3.4088 3.8919
18 H -6.1980 -1.9251 4.2971
19 H -6.3224 0.2883 3.1923
20 H -4.4943 0.9914 1.6887
21 C 3.3958 -1.5866 -0.1387
22 C 1.9812 -1.3522 0.3484
23 C 1.9565 -1.2556 1.8611
24 Sb 0.9334 0.4033 -0.5485
25 C 0.5038 -0.4513 -2.5526
26 C 0.3415 0.6785 -3.5526
27 C 1.4820 -1.4874 -3.0734
28 C 2.6032 1.8394 -1.0222
29 C 3.7402 1.3751 -1.9137
30 C 3.1536 2.3813 0.2888
31 H 3.7361 -2.5754 0.1761
32 H 4.0795 -0.8554 0.2880
33 H 3.4684 -1.5385 -1.2193
34 H 1.3443 -2.1829 0.0383
35 H 2.5720 -0.4260 2.2075
36 H 2.3465 -2.1737 2.3038
37 H 0.9390 -1.1075 2.2128
38 H -0.4689 -0.9301 -2.4026
39 H 1.3021 1.1363 -3.7835
40 H -0.3178 1.4526 -3.1562
41 H -0.1103 0.3113 -4.4748
42 H 2.4666 -1.0513 -3.2293
43 H 1.1270 -1.8702 -4.0325
44 H 1.5742 -2.3258 -2.3891
45 H 2.0774 2.6572 -1.5306
46 H 4.3480 0.6240 -1.4162
47 H 4.3862 2.2237 -2.1564
48 H 3.3730 0.9592 -2.8481
49 H 3.6753 1.6019 0.8465
50 H 2.3487 2.7766 0.9103
51 H 3.8526 3.1994 0.1002

=====

# 3
ORCA calculation (ωB97M-V with the def2-TZVPD basis set) on 4 unconnected molecules or ions with the total composition C16H26F6O10 in a non-equilibrium geometry.

Values from the calculation:
Highest occupied orbital energy   -10.13 eV
Total charge   0
Orbital gap   10.55 eV
M   492.362 u
SMILES   CCOC(=O)C(F)(F)F.CCOC(=O)C(F)(F)F.CCOC(=O)OC.CCOC(=O)OC
Spin multiplicity   1
Energy above the lowest of the compared OMol25 structures with the same formula, charge and spin   2.7867 eV
DFT total energy   -1976.80714 Ha

Element x y z (Å)
1 C 0.2422 2.3641 -1.9734
2 C -0.2698 2.2555 -0.5134
3 O -0.1770 1.0154 0.0228
4 C -1.1081 0.0432 -0.1850
5 O -2.1350 0.1734 -0.9130
6 C -0.8140 -1.3488 0.4306
7 F -1.5741 -2.3586 -0.1550
8 F 0.4725 -1.6381 0.2483
9 F -1.0566 -1.4008 1.7639
10 H 1.2844 2.0927 -2.1418
11 H 0.0317 3.3292 -2.4342
12 H -0.3460 1.6888 -2.5947
13 H -1.2772 2.6596 -0.4142
14 H 0.4218 2.8424 0.0910
15 C 5.5557 2.0703 0.9397
16 C 4.2078 2.3933 1.6528
17 O 3.8290 1.2751 2.5568
18 C 2.5219 0.9733 2.7538
19 O 1.5353 1.5912 2.2257
20 C 2.3668 -0.2907 3.6833
21 F 3.4922 -0.7775 4.1482
22 F 1.6292 0.1494 4.6988
23 F 1.6495 -1.2098 3.0815
24 H 6.3082 2.3765 1.6664
25 H 5.7724 2.7867 0.1473
26 H 5.6665 1.0398 0.6022
27 H 3.4683 2.4260 0.8526
28 H 4.0959 3.3743 2.1144
29 C -2.5142 7.3723 -1.9525
30 C -2.2342 6.7518 -0.5313
31 O -0.8960 6.5215 -0.3890
32 C -0.5235 5.7623 0.5693
33 O -1.2575 5.3881 1.5575
34 O 0.7607 5.4521 0.3047
35 C 1.5121 4.6907 1.2567
36 H -2.7106 6.5949 -2.6908
37 H -1.6859 7.9510 -2.3614
38 H -3.3459 8.0766 -1.9747
39 H -2.8704 5.8711 -0.4437
40 H -2.6659 7.3389 0.2792
41 H 0.8635 4.2133 1.9913
42 H 2.0923 5.3773 1.8732
43 H 2.2273 4.0093 0.7959
44 C -1.8373 -10.6616 -2.2904
45 C -2.0116 -9.1740 -2.6310
46 O -2.4595 -8.4696 -1.4511
47 C -2.3273 -7.1807 -1.2664
48 O -1.9205 -6.4395 -2.1306
49 O -2.6267 -6.8910 -0.1024
50 C -2.5389 -5.5983 0.4612
51 H -2.7583 -11.1601 -1.9879
52 H -1.1674 -10.8150 -1.4444
53 H -1.4882 -11.1579 -3.1959
54 H -2.7752 -8.9534 -3.3769
55 H -1.1053 -8.7934 -3.1019
56 H -3.4579 -5.0173 0.5382
57 H -1.8239 -5.0081 -0.1121
58 H -2.2471 -5.9469 1.4519